Record 1
ORCA calculation (wB97M-V/def2-TZVPD) on 9 unconnected molecules or ions with the total composition C23H44Br17FO3.

As for the SMILES: CC[C@@H](Br)OC(=O)OC[C@@H](C)F.BrCCBr.BrCCBr.BrCCBr.BrCCBr.BrCCBr.BrCCBr.BrCCBr.BrCCBr. The calculation puts the total energy at -1224142.8886 eV. For the largest force on an atom, the calculation gives 8.753 eV Å⁻¹. For the frontier orbital gap, the calculation gives 9.86 eV.

Cartesian coordinates (Å):
C  2.313  -1.721  2.793
C  0.666  -1.434  2.721
C  0.446  0.052  2.071
Br  -0.508  -0.045  0.269
O  -0.121  1.063  2.970
C  -1.378  0.646  3.595
O  -1.485  0.866  4.936
O  -2.538  0.019  2.949
C  -3.712  -0.044  3.835
C  -4.912  -0.798  2.951
C  -4.414  -2.354  2.651
F  -6.104  -0.924  3.858
H  2.826  -1.440  1.775
H  2.509  -2.820  3.153
H  2.701  -0.971  3.637
H  0.252  -2.227  1.961
H  0.285  -1.570  3.817
H  1.537  0.447  1.785
H  -3.575  -0.697  4.797
H  -4.109  1.045  4.036
H  -5.150  -0.193  1.978
H  -4.602  -2.683  1.527
H  -3.245  -2.493  2.840
H  -4.935  -3.103  3.420
Br  -4.977  2.201  2.175
C  -6.319  3.259  1.236
C  -7.641  2.530  1.168
Br  -7.606  1.132  -0.191
H  -5.906  3.501  0.253
H  -6.416  4.179  1.821
H  -8.440  3.209  0.857
H  -7.923  2.052  2.111
Br  -10.599  5.087  0.498
C  -12.127  3.982  -0.002
C  -12.652  3.207  1.185
Br  -11.512  1.677  1.588
H  -11.802  3.344  -0.828
H  -12.880  4.687  -0.366
H  -13.633  2.779  0.962
H  -12.719  3.805  2.098
Br  4.193  0.080  -1.084
C  4.417  1.933  -0.518
C  4.721  2.020  0.960
Br  3.112  1.751  2.029
H  3.507  2.467  -0.806
H  5.257  2.311  -1.107
H  5.073  3.021  1.223
H  5.455  1.281  1.296
Br  6.600  -1.911  2.075
C  6.928  -1.754  3.991
C  6.678  -0.344  4.475
Br  8.152  0.839  3.994
H  7.950  -2.099  4.169
H  6.227  -2.452  4.457
H  6.633  -0.314  5.567
H  5.765  0.099  4.066
Br  -3.013  -2.175  -2.459
C  -3.470  -0.279  -2.440
C  -2.860  0.442  -3.619
Br  -0.956  0.765  -3.342
H  -3.146  0.118  -1.473
H  -4.562  -0.249  -2.492
H  -3.302  1.435  -3.735
H  -2.957  -0.106  -4.561
Br  8.648  0.531  -4.902
C  7.639  1.822  -3.844
C  8.395  2.215  -2.595
Br  8.285  0.821  -1.236
H  6.663  1.373  -3.637
H  7.505  2.686  -4.501
H  7.944  3.098  -2.133
H  9.457  2.406  -2.773
Br  1.231  -2.861  -1.242
C  1.315  -4.628  -0.421
C  -0.058  -5.251  -0.323
Br  -1.081  -4.476  1.145
H  1.807  -4.507  0.548
H  1.960  -5.217  -1.080
H  0.018  -6.316  -0.085
H  -0.657  -5.128  -1.230
Br  7.531  0.349  -9.312
C  7.615  -1.418  -8.491
C  6.242  -2.041  -8.393
Br  5.219  -1.266  -6.925
H  8.107  -1.297  -7.522
H  8.260  -2.007  -9.150
H  6.318  -3.106  -8.155
H  5.643  -1.918  -9.300

Results of the Mulliken charge analysis, in e, for atoms 1 through 6: -0.969 0.289 0.605 -0.068 -0.228 0.348

---

Record 2
ORCA calculation (wB97M-V/def2-TZVPD) on a molecular structure, C23H44ClCrGe2P2.

As for the relative energy (zero: lowest compared OMol25 entry of this formula, charge and spin): 146.45 kJ/mol. The calculation puts the total energy at -197118.1998 eV. Its spin multiplicity is 5. The net charge is -1. For the largest force on an atom, the calculation gives 1.935 eV Å⁻¹. For the frontier orbital gap (spin up / spin down), the calculation gives 5.85 / 6.51 eV.

Cartesian coordinates (Å):
Cr  -0.215  -1.607  0.640
C  -1.067  -3.209  4.030
P  -0.585  -1.818  2.925
C  -0.887  -0.351  3.989
C  1.355  -2.016  3.437
C  2.324  -1.231  2.560
P  2.090  -1.689  0.783
C  2.969  -3.301  0.751
C  3.375  -0.672  -0.050
H  -0.420  -3.269  4.907
H  -1.000  -4.136  3.462
H  -2.100  -3.053  4.342
H  -0.526  -0.542  5.000
H  -1.953  -0.133  4.016
H  -0.362  0.511  3.577
H  1.537  -3.090  3.351
H  1.445  -1.727  4.487
H  3.364  -1.410  2.855
H  2.121  -0.160  2.637
H  4.002  -3.185  1.087
H  2.947  -3.689  -0.268
H  2.440  -4.010  1.381
H  4.310  -0.697  0.512
H  3.033  0.356  -0.153
H  3.536  -1.077  -1.050
C  1.197  -1.652  -3.967
C  0.620  -2.511  -2.842
Ge  -0.785  -1.588  -1.684
C  -2.502  -2.235  -2.511
C  -2.619  -1.960  -4.010
C  -0.652  0.285  -2.308
C  -0.386  1.310  -1.481
Ge  -0.375  0.857  0.504
C  1.080  2.013  1.387
C  1.185  3.539  1.298
C  -2.177  1.678  1.034
C  -2.197  2.704  2.171
C  -0.283  2.677  -2.053
C  -0.774  3.800  -1.381
C  -0.745  5.063  -1.950
C  -0.200  5.251  -3.213
C  0.325  4.157  -3.886
C  0.286  2.895  -3.315
H  1.957  -2.190  -4.544
H  1.657  -0.747  -3.562
H  0.411  -1.337  -4.657
H  1.426  -2.821  -2.167
H  0.185  -3.432  -3.243
H  -3.331  -1.762  -1.977
H  -2.573  -3.309  -2.316
H  -2.630  -0.885  -4.202
H  -3.534  -2.386  -4.433
H  -1.770  -2.387  -4.551
H  -0.816  0.496  -3.370
H  2.014  1.599  0.998
H  1.062  1.738  2.450
H  1.268  3.870  0.265
H  2.074  3.890  1.835
H  0.321  4.028  1.747
H  -2.815  0.837  1.315
H  -2.634  2.100  0.138
H  -1.598  2.366  3.022
H  -3.214  2.883  2.534
H  -1.793  3.667  1.857
H  -1.188  3.669  -0.394
H  -1.145  5.908  -1.401
H  -0.178  6.237  -3.661
H  0.772  4.289  -4.865
H  0.719  2.058  -3.850
Cl  -0.190  -3.924  0.665
C  -1.999  -1.785  1.718
H  -2.703  -0.991  1.958
H  -2.488  -2.756  1.687

Results of the Mulliken charge analysis, in e, for atoms 1 through 6: -2.393 -1.521 2.223 -1.291 -1.743 -0.694

---

Record 3
ORCA calculation (wB97M-V/def2-TZVPD) on a molecular structure, C23H44CoNOP3.

As for the relative energy (zero: lowest compared OMol25 entry of this formula, charge and spin): 0.00 kJ/mol. The calculation puts the total energy at -93567.3484 eV. Its spin multiplicity is 5. The net charge is +3. For the largest force on an atom, the calculation gives 3.888 eV Å⁻¹. For the frontier orbital gap (spin up / spin down), the calculation gives 7.25 / 6.37 eV.

Cartesian coordinates (Å):
Co  -1.140  -0.688  0.895
P  0.370  0.076  2.350
P  -0.340  -2.568  0.491
P  -2.847  0.215  1.693
H  1.648  2.784  -2.979
C  1.003  2.692  -2.112
C  1.319  3.264  -0.943
H  2.252  3.787  -0.729
C  2.099  0.206  1.699
C  0.575  -0.877  3.904
C  0.280  1.795  3.070
C  0.021  -2.564  -1.318
C  1.248  -3.183  1.154
C  -1.483  -3.937  0.842
C  -2.715  2.015  1.296
C  -3.098  0.200  3.524
C  -4.470  -0.196  1.002
H  0.048  2.208  -2.241
H  0.581  3.201  -0.111
H  2.143  1.053  0.999
H  2.380  -0.718  1.175
H  2.838  0.403  2.496
H  0.724  -1.934  3.707
H  -0.305  -0.750  4.533
H  1.433  -0.520  4.481
H  0.306  2.540  2.262
H  1.143  2.034  3.724
H  -0.623  1.926  3.682
H  -0.486  -3.435  -1.758
H  1.105  -2.700  -1.416
H  -0.324  -1.638  -1.828
H  1.216  -4.275  1.156
H  1.466  -2.853  2.172
H  2.046  -2.849  0.488
H  -0.944  -4.879  0.662
H  -2.370  -3.839  0.194
H  -1.778  -3.886  1.905
H  -3.700  2.472  1.165
H  -2.155  2.124  0.359
H  -2.197  2.553  2.097
H  -4.132  0.520  3.705
H  -2.403  0.877  4.041
H  -2.976  -0.826  3.901
H  -5.264  0.408  1.484
H  -4.639  -1.268  1.206
H  -4.422  -0.001  -0.086
C  -2.716  -0.209  -2.322
C  -2.936  -1.599  -2.661
C  -3.984  -1.996  -3.490
C  -4.943  -1.057  -3.890
C  -4.869  0.263  -3.429
C  -3.808  0.696  -2.636
O  -1.660  0.182  -1.714
H  -1.619  -1.477  2.033
H  -2.251  -2.324  -2.229
H  -4.054  -3.052  -3.765
H  -5.787  -1.349  -4.519
H  -5.681  0.964  -3.626
H  -3.773  1.678  -2.176
N  3.439  0.184  -1.603
C  4.595  0.920  -1.611
C  4.694  2.098  -0.841
C  5.817  2.906  -0.948
C  6.886  2.518  -1.765
C  6.824  1.311  -2.477
C  5.710  0.486  -2.373
H  2.557  0.596  -1.315
H  3.352  -0.617  -2.200
H  3.846  2.379  -0.204
H  5.870  3.829  -0.363
H  7.753  3.164  -1.862
H  7.664  0.999  -3.097
H  5.642  -0.463  -2.909

Results of the Mulliken charge analysis, in e, for atoms 1 through 6: -0.417 1.169 1.450 0.908 0.350 -0.644